Entry 1:
Computed, not measured: C44H46N6O4S2Sb2V as an isolated structure, with the ωB97M-V functional and the def2-TZVPD basis.

Output
- E_tot: -4554.64226 Ha
- Gap between HOMO and LUMO (spin up / spin down): 0.2592 / 0.2346 Ha
- Multiplicity: 2
- Highest occupied orbital energy (spin up / spin down): -6.65 / -6.05 eV
- Energy above the lowest of the compared OMol25 structures with the same formula, charge and spin: 0.323 eV
- <S²>: 0.756

Positions of all 105 atoms, in Å:
V  1.750  -1.182  -1.427
N  1.550  -4.254  -1.477
N  2.127  -4.504  -0.219
C  2.161  -3.610  0.774
N  2.776  -4.002  1.903
S  1.376  -2.095  0.733
H  2.142  -3.565  -1.948
H  0.640  -3.828  -1.309
H  2.796  -5.258  -0.221
H  3.455  -4.746  1.867
H  2.948  -3.278  2.581
C  0.859  4.837  -6.290
C  0.933  3.969  -5.065
C  0.009  4.136  -4.030
C  0.076  3.369  -2.884
C  1.077  2.405  -2.772
C  2.008  2.221  -3.779
C  1.923  3.006  -4.922
S  1.124  1.448  -1.303
O  2.480  0.852  -1.188
O  0.711  2.318  -0.238
N  0.116  0.195  -1.419
C  -0.175  -0.426  -2.662
C  -0.884  0.148  -3.723
C  -1.115  -0.600  -4.848
C  -0.628  -1.909  -4.918
C  0.070  -2.403  -3.852
N  0.297  -1.695  -2.728
H  -0.161  4.896  -6.673
H  1.500  4.458  -7.084
H  1.177  5.856  -6.060
H  -0.766  4.887  -4.126
H  -0.633  3.515  -2.079
H  2.767  1.459  -3.683
H  2.645  2.863  -5.716
H  -1.270  1.151  -3.622
H  -1.687  -0.186  -5.668
H  -0.789  -2.528  -5.789
H  0.469  -3.411  -3.860
C  -2.526  1.893  0.222
C  -2.669  2.133  1.739
C  -1.308  2.405  2.375
Sb  -0.060  0.670  2.268
C  1.794  1.628  2.784
C  2.971  0.883  2.799
C  4.196  1.481  3.074
C  4.266  2.842  3.326
C  3.103  3.601  3.300
C  1.883  2.998  3.029
C  -0.451  -0.016  4.278
C  0.437  -0.927  4.854
C  0.199  -1.480  6.104
C  -0.954  -1.141  6.802
C  -1.856  -0.250  6.242
C  -1.605  0.305  4.991
Sb  -3.448  0.206  -0.727
C  -5.257  0.359  0.387
C  -5.860  -0.727  1.018
C  -7.050  -0.566  1.720
C  -7.654  0.680  1.796
C  -7.068  1.769  1.163
C  -5.881  1.604  0.464
C  -2.633  -1.458  0.328
C  -2.663  -1.628  1.714
C  -2.176  -2.784  2.304
C  -1.673  -3.809  1.510
C  -1.650  -3.666  0.132
C  -2.121  -2.494  -0.452
H  -1.473  1.831  -0.063
H  -2.938  2.735  -0.341
H  -3.175  1.303  2.238
H  -3.324  2.993  1.906
H  -1.396  2.725  3.416
H  -0.796  3.195  1.820
H  2.945  -0.178  2.567
H  5.099  0.882  3.079
H  5.219  3.311  3.534
H  3.148  4.667  3.488
H  0.992  3.613  3.012
H  1.342  -1.206  4.322
H  0.909  -2.176  6.532
H  -1.145  -1.572  7.777
H  -2.758  0.017  6.779
H  -2.334  0.995  4.579
H  -5.402  -1.709  0.975
H  -7.501  -1.418  2.212
H  -8.578  0.804  2.345
H  -7.534  2.745  1.214
H  -5.436  2.469  -0.019
H  -3.082  -0.858  2.352
H  -2.190  -2.880  3.383
H  -1.299  -4.716  1.970
H  -1.272  -4.467  -0.493
H  -2.093  -2.392  -1.532
O  3.021  -0.710  -3.584
C  3.908  -1.292  -2.960
C  5.387  -1.300  -3.271
C  5.978  -2.067  -2.094
C  4.765  -2.571  -1.324
O  4.821  -3.337  -0.383
N  3.603  -2.045  -1.860
H  5.748  -0.278  -3.375
H  5.534  -1.799  -4.230
H  6.552  -1.429  -1.421
H  6.614  -2.907  -2.369

Here are the Mulliken charges for atoms 1 to 99, given in e: 0.56 -0.70 0.14 -0.18 -0.39 -0.18 0.47 -0.08 0.29 0.21 0.18 -1.52 1.19 -0.82 -0.28 -0.93 -0.32 -1.09 2.33 -0.75 -0.59 0.49 0.51 -0.80 -0.69 -1.15 -0.49 0.56 0.37 0.36 0.31 0.41 0.50 0.42 0.35 0.68 0.48 0.45 0.52 -0.32 0.06 -1.78 0.12 0.78 -0.29 -0.72 -0.49 -0.77 -0.41 0.65 -0.43 -0.67 -0.52 -0.81 -0.05 0.94 0.18 -0.27 -0.58 -0.46 -0.64 -0.48 -0.12 -0.38 -0.42 -0.62 -0.50 -0.51 -0.61 0.60 -0.01 0.45 0.87 0.48 0.26 0.41 0.38 0.41 0.31 0.25 0.40 0.38 0.41 0.21 0.41 0.38 0.37 0.39 0.33 0.51 0.43 0.38 0.41 0.48 -0.65 0.06 -0.60 -0.60 -0.01

Entry 2:
Computed, not measured: a 2-piece molecular cluster, C2H5N3OS overall, with the ωB97M-V functional and the def2-TZVPD basis.

Output
- SMILES: N#CCSN.N=O
- E_tot: -716.73775 Ha
- Gap between HOMO and LUMO: 0.3207 Ha
- Highest occupied orbital energy: -9.08 eV
- Energy above the lowest of the compared OMol25 structures with the same formula, charge and spin: 5.523 eV

Positions of all 12 atoms, in Å:
C  2.794  0.840  -0.172
C  1.936  -0.282  -0.510
N  3.373  1.665  0.377
N  -0.691  -0.302  0.670
N  -3.353  0.143  0.142
O  -3.715  1.235  -0.179
S  0.165  0.266  -0.632
H  2.311  -0.709  -1.526
H  -0.401  -0.257  1.616
H  -1.418  -1.029  0.543
H  2.157  -0.990  0.199
H  -3.157  -0.578  -0.529

Mulliken charges in e: 0.28 -0.50 -0.39 -0.40 0.02 -0.26 0.00 0.26 0.20 0.26 0.30 0.21

Entry 3:
Computed, not measured: C34H53BN10O2PS2Se4SiY as an isolated structure, with the ωB97M-V functional and the def2-TZVPD basis.

Output
- E_tot: -13121.98064 Ha
- Gap between HOMO and LUMO: 0.1943 Ha
- Charge: -2
- Highest occupied orbital energy: -1.14 eV
- Energy above the lowest of the compared OMol25 structures with the same formula, charge and spin: 0.924 eV

Positions of all 109 atoms, in Å:
Y  -0.071  0.480  0.177
C  -0.714  -3.347  2.958
C  0.064  -2.350  2.361
N  -0.517  -1.888  1.260
N  -1.680  -2.571  1.124
C  -1.806  -3.462  2.134
B  -2.507  -2.532  -0.190
N  -3.389  -1.249  -0.300
C  -4.584  -1.153  -0.932
C  -4.799  0.166  -1.259
C  -3.643  0.821  -0.808
N  -2.800  -0.033  -0.246
N  -1.571  -2.487  -1.423
C  -1.572  -3.233  -2.552
C  -0.866  -2.557  -3.519
C  -0.449  -1.373  -2.890
N  -0.872  -1.331  -1.639
N  -3.489  -3.732  -0.126
C  -4.598  -3.759  0.660
C  -5.117  -5.029  0.617
C  -4.231  -5.729  -0.232
N  -3.251  -4.951  -0.669
H  -0.488  -3.922  3.843
H  1.049  -2.013  2.636
H  -2.641  -4.143  2.186
H  -5.190  -2.023  -1.122
H  -5.655  0.595  -1.757
H  -3.388  1.869  -0.886
H  -2.064  -4.190  -2.567
H  -0.648  -2.885  -4.524
H  0.140  -0.553  -3.279
H  -4.925  -2.879  1.199
H  -5.995  -5.398  1.125
H  -4.263  -6.766  -0.541
C  1.266  3.350  -5.290
C  1.789  3.370  -3.870
O  0.927  4.200  -3.070
P  0.177  3.648  -1.759
S  1.486  3.288  -0.316
S  -1.094  2.214  -2.227
O  -0.696  4.978  -1.448
C  -0.045  6.225  -1.161
C  -1.044  7.140  -0.487
H  1.922  2.741  -5.921
H  1.214  4.363  -5.703
H  0.262  2.917  -5.306
H  2.791  3.797  -3.820
H  1.838  2.361  -3.464
H  0.311  6.657  -2.099
H  0.817  6.053  -0.516
H  -1.957  7.214  -1.085
H  -0.611  8.140  -0.374
H  -1.311  6.763  0.504
Se  3.654  -3.874  0.633
Se  1.949  -2.914  -0.601
Se  2.904  -1.654  -2.338
Se  2.244  0.534  -1.724
N  3.321  -0.072  6.396
C  3.374  -0.159  5.249
C  3.468  -0.258  3.807
C  4.677  -0.573  3.182
C  4.688  -0.665  1.815
C  3.518  -0.413  1.100
N  2.368  -0.075  1.687
C  2.354  -0.026  3.023
H  5.561  -0.770  3.776
H  5.575  -0.964  1.272
H  3.513  -0.463  0.021
H  1.418  0.221  3.488
C  -2.773  -0.293  3.466
C  -1.984  0.858  4.124
C  -0.791  0.192  4.824
C  -2.880  1.449  5.228
Si  -1.337  2.108  2.721
C  -2.957  3.143  2.245
C  -4.143  2.192  1.996
C  -2.668  3.873  0.931
C  -3.472  4.179  3.264
C  -0.139  3.443  3.589
C  -0.536  3.892  5.003
C  -0.022  4.709  2.719
C  1.286  2.887  3.688
H  -2.857  -1.134  4.174
H  -2.276  -0.670  2.569
H  -3.785  0.002  3.182
H  -1.155  -0.450  5.643
H  -0.081  0.903  5.260
H  -0.260  -0.467  4.133
H  -3.165  0.645  5.930
H  -3.806  1.870  4.834
H  -2.379  2.225  5.811
H  -3.869  1.324  1.396
H  -4.939  2.736  1.456
H  -4.580  1.828  2.930
H  -2.324  3.196  0.146
H  -1.892  4.631  1.040
H  -3.580  4.376  0.564
H  -3.682  3.736  4.243
H  -4.420  4.607  2.888
H  -2.789  5.012  3.418
H  -1.551  4.296  5.046
H  0.153  4.689  5.338
H  -0.462  3.079  5.730
H  -0.932  5.306  2.708
H  0.245  4.470  1.684
H  0.781  5.349  3.125
H  1.353  2.059  4.395
H  1.966  3.675  4.057
H  1.662  2.553  2.716

Here are the Mulliken charges for atoms 1 to 99, given in e: -0.64 -1.52 -1.51 1.73 0.27 -0.15 0.06 0.64 -0.59 -1.88 -0.64 1.81 0.48 -0.43 -1.51 -0.57 1.21 0.44 -0.36 -1.03 -0.35 -1.08 0.43 0.88 0.41 0.49 0.43 0.27 0.50 0.36 0.36 0.52 0.41 0.44 -1.29 0.66 -0.36 0.92 -0.50 -0.52 -0.27 -0.23 -1.14 0.40 0.32 0.23 0.29 -0.45 0.33 0.31 0.28 0.41 0.13 -0.73 -0.04 -0.41 -0.27 -0.69 -0.03 0.08 -0.64 -1.12 -0.52 1.48 -0.96 0.47 0.46 0.11 1.00 -2.15 2.95 -1.83 -1.98 0.23 3.65 -2.63 -0.38 -2.08 3.27 -2.03 -2.09 -1.80 0.61 0.04 0.27 0.64 0.35 -0.12 0.56 0.37 0.25 0.14 0.68 0.43 -1.03 -0.65 0.68 0.26 0.56

Entry 4:
Computed, not measured: a 2-piece molecular cluster, CH6O2 overall, with the ωB97M-V functional and the def2-TZVPD basis.

Output
- SMILES: CO.O
- E_tot: -192.13959 Ha
- Gap between HOMO and LUMO: 0.4166 Ha
- Highest occupied orbital energy: -10.77 eV
- Energy above the lowest of the compared OMol25 structures with the same formula, charge and spin: 0.506 eV

Positions of all 9 atoms, in Å:
O  0.742  -0.796  -0.641
C  1.344  -0.007  0.461
H  0.036  -1.305  -0.191
H  1.657  -0.752  1.213
H  0.491  0.563  0.867
H  2.181  0.689  0.285
O  -2.492  0.719  -0.769
H  -2.383  -0.056  -0.172
H  -1.577  0.945  -1.051

Mulliken charges in e: -0.50 -0.53 0.29 0.24 0.23 0.26 -0.63 0.30 0.34